[1]
{
  "formula": "C49H92Cl24N3O3P3",
  "method": "ωB97M-V with the def2-TZVPD basis set",
  "homo_ha": -0.2830,
  "charge": 0,
  "e_lumo_ev": 0.141,
  "elements": ["C", "C", "C", "C", "C", "C", "C", "O", "O", "N", "P", "C", "O", "C", "N", "P", "C", "C", "C", "C", "N", "C", "C", "C", "C", "C", "C", "C", "C", "C", "P", "C", "C", "C", "H", "H", "H", "H", "H", "H", "H", "H", "H", "H", "H", "H", "H", "H", "H", "H", "H", "H", "H", "H", "H", "H", "H", "H", "H", "H", "H", "H", "H", "H", "H", "H", "H", "H", "H", "H", "H", "H", "H", "H", "H", "H", "H", "H", "Cl", "C", "C", "Cl", "H", "H", "H", "H", "Cl", "C", "C", "Cl", "H", "H", "H", "H", "Cl", "C", "C", "Cl", "H", "H", "H", "H", "Cl", "C", "C", "Cl", "H", "H", "H", "H", "Cl", "C", "C", "Cl", "H", "H", "H", "H", "Cl", "C", "C", "Cl", "H", "H", "H", "H", "Cl", "C", "C", "Cl", "H", "H", "H", "H", "Cl", "C", "C", "Cl", "H", "H", "H", "H", "Cl", "C", "C", "Cl", "H", "H", "H", "H", "Cl", "C", "C", "Cl", "H", "H", "H", "H", "Cl", "C", "C", "Cl", "H", "H", "H", "H", "Cl", "C", "C", "Cl", "H", "H", "H", "H"],
  "coordinates": [[-1.8022, -1.0664, -4.0811], [-1.3706, -1.6043, -2.7055], [-0.4448, -2.8100, -2.8759], [0.4159, -3.1453, -1.6473], [1.2982, -1.9873, -1.2047], [2.4427, -2.3878, -0.2102], [3.6074, -2.8196, -1.1563], [4.5691, -2.0359, -1.2684], [3.4013, -3.8963, -1.7362], [1.8596, -3.5855, 0.5456], [3.3084, -4.5545, 1.1318], [2.7912, -5.0990, 2.8152], [3.2487, -6.0015, 0.3732], [1.3147, -2.9728, 1.6503], [0.2143, -3.3805, 2.2834], [-0.9612, -4.6268, 1.8973], [-2.3265, -3.7994, 1.0131], [-2.9413, -2.7265, 1.9382], [-0.2227, -5.9915, 0.9269], [-1.1171, -6.4410, -0.2416], [2.0233, -1.9261, 2.0629], [2.7358, -1.3114, 0.8901], [4.2242, -1.0618, 1.3481], [4.4636, -1.1333, 2.8498], [4.8740, -2.3675, 3.3528], [5.0964, -2.5976, 4.6953], [4.9179, -1.5692, 5.6004], [4.5544, -0.3253, 5.1192], [4.3345, -0.0860, 3.7667], [3.9621, 1.3138, 3.3780], [1.9860, 0.4471, 0.7831], [0.1427, 0.3147, 1.0356], [2.0520, 1.1353, -0.9286], [3.3408, 0.8228, -1.6814], [-2.4414, -1.7889, -4.5898], [-0.9088, -0.9508, -4.6945], [-2.3141, -0.1109, -4.0154], [-0.8825, -0.7845, -2.1776], [-2.2769, -1.8903, -2.1678], [-1.0978, -3.6781, -3.0086], [0.1945, -2.6939, -3.7507], [1.0037, -4.0338, -1.8611], [-0.2788, -3.3900, -0.8417], [1.7989, -1.6058, -2.0960], [0.6898, -1.1836, -0.8035], [2.7031, -4.2663, 3.5076], [1.9109, -5.7423, 2.8208], [3.6369, -5.7018, 3.1531], [2.7174, -6.6430, 0.8635], [-0.0075, -2.8636, 3.1232], [-3.0857, -4.5550, 0.8049], [-2.0928, -3.3411, 0.0498], [-3.6293, -2.1358, 1.3380], [-2.1637, -2.1010, 2.3683], [-3.4983, -3.2263, 2.7259], [-0.1337, -6.8341, 1.6117], [0.7564, -5.7822, 0.5144], [-2.0396, -6.8831, 0.1284], [-0.5789, -7.2272, -0.7700], [-1.3084, -5.6165, -0.9238], [1.6100, -1.2865, 2.7333], [4.8922, -1.7702, 0.8764], [4.5260, -0.0701, 1.0118], [5.0272, -3.1836, 2.6611], [5.4082, -3.5904, 4.9972], [5.0682, -1.7139, 6.6616], [4.4280, 0.4850, 5.8265], [2.8815, 1.4097, 3.3343], [4.3581, 1.6261, 2.4160], [4.3040, 2.0285, 4.1281], [-0.3974, 0.2696, 0.0904], [-0.1240, -0.5776, 1.6040], [-0.1677, 1.1772, 1.6193], [1.9946, 2.2133, -0.7586], [1.1650, 0.8862, -1.5131], [3.2032, 0.0000, -2.3765], [4.1686, 0.5448, -1.0361], [3.6563, 1.6762, -2.2779], [-5.2581, -3.3489, 4.5642], [-5.4308, -1.9040, 5.5943], [-5.3315, -0.6256, 4.8026], [-3.6850, -0.3494, 4.1722], [-4.6668, -1.9526, 6.3658], [-6.4093, -1.9668, 6.0672], [-5.5718, 0.2204, 5.4442], [-6.0146, -0.6273, 3.9574], [1.8365, 2.0901, 7.4373], [0.5264, 2.4657, 6.2845], [-0.2111, 1.2316, 5.8385], [0.8198, 0.1889, 4.8209], [0.9666, 2.9920, 5.4412], [-0.1568, 3.1393, 6.7961], [-1.0752, 1.5163, 5.2405], [-0.5520, 0.6385, 6.6830], [-1.8011, -0.1157, -7.6635], [-3.3962, 0.4389, -8.2325], [-4.0175, 1.4426, -7.2983], [-4.4951, 0.7191, -5.7394], [-4.0288, -0.4368, -8.3553], [-3.2445, 0.9022, -9.2063], [-4.9217, 1.8519, -7.7455], [-3.3430, 2.2630, -7.0812], [8.3915, -1.3161, -4.7650], [8.6350, -1.5487, -3.0120], [7.4656, -1.0614, -2.1982], [7.3096, 0.7176, -2.2455], [9.5540, -1.0358, -2.7387], [8.7661, -2.6171, -2.8495], [7.6039, -1.3391, -1.1551], [6.5209, -1.4822, -2.5355], [-4.4833, -5.8925, -0.8913], [-3.9156, -6.6173, -2.4201], [-5.0576, -7.0672, -3.2930], [-5.9243, -8.4606, -2.5976], [-3.2562, -7.4445, -2.1696], [-3.3367, -5.8536, -2.9376], [-4.6712, -7.3810, -4.2611], [-5.7783, -6.2682, -3.4453], [-5.8657, 4.9804, -2.7986], [-6.7856, 4.8096, -4.3177], [-6.1267, 3.8574, -5.2803], [-4.5951, 4.5045, -5.9293], [-6.8962, 5.8008, -4.7503], [-7.7715, 4.4312, -4.0526], [-6.7863, 3.6872, -6.1298], [-5.9094, 2.9016, -4.8137], [6.8574, -5.4303, 4.1384], [8.1119, -4.1626, 4.1933], [9.4586, -4.7168, 4.5775], [9.5018, -5.2609, 6.2753], [7.7792, -3.3971, 4.8896], [8.1623, -3.7255, 3.1973], [10.2125, -3.9387, 4.4723], [9.7355, -5.5604, 3.9510], [1.5764, 4.2361, -4.1528], [2.7963, 5.5197, -3.9557], [4.1255, 4.9869, -3.4874], [4.0467, 4.3911, -1.8112], [2.3978, 6.2501, -3.2563], [2.9162, 5.9955, -4.9279], [4.8647, 5.7860, -3.5063], [4.4772, 4.1722, -4.1157], [-0.6269, 5.9358, 7.3112], [0.3490, 6.4135, 8.7267], [0.0715, 5.5393, 9.9211], [-1.5710, 5.7965, 10.5685], [0.1369, 7.4586, 8.9359], [1.3944, 6.3214, 8.4378], [0.7718, 5.7791, 10.7190], [0.1717, 4.4855, 9.6729], [-5.4074, 6.0779, 6.0728], [-4.3933, 7.0039, 7.2120], [-4.7443, 8.4684, 7.2272], [-4.3024, 9.2828, 5.7045], [-3.3548, 6.8472, 6.9362], [-4.5571, 6.5777, 8.2004], [-4.1936, 8.9637, 8.0252], [-5.8082, 8.6198, 7.3896], [-6.7880, 2.6664, -9.0453], [-8.3849, 3.2276, -9.6103], [-8.9874, 4.2494, -8.6813], [-9.4559, 3.5402, -7.1129], [-9.0257, 2.3562, -9.7148], [-8.2348, 3.6722, -10.5925], [-9.8921, 4.6581, -9.1276], [-8.2942, 5.0637, -8.4856], [-1.8969, 4.2435, -8.1898], [-1.3586, 5.9121, -8.5048], [-0.5447, 6.4598, -7.3615], [-1.5344, 6.7194, -5.9049], [-2.2411, 6.5190, -8.6905], [-0.7531, 5.8869, -9.4093], [-0.1263, 7.4253, -7.6422], [0.2683, 5.7875, -7.0966]]
}


[2]
{
  "formula": "C49H95ClN3O16S7",
  "method": "ωB97M-V with the def2-TZVPD basis set",
  "homo_ha": -0.4144,
  "charge": 1,
  "e_lumo_ev": -2.821,
  "elements": ["C", "C", "C", "C", "C", "C", "C", "C", "C", "C", "C", "C", "C", "C", "C", "C", "S", "O", "O", "Cl", "N", "C", "C", "C", "O", "N", "C", "C", "N", "C", "C", "C", "O", "C", "H", "H", "H", "H", "H", "H", "H", "H", "H", "H", "H", "H", "H", "H", "H", "H", "H", "H", "H", "H", "H", "H", "H", "H", "H", "H", "H", "H", "H", "H", "H", "H", "H", "H", "H", "H", "H", "H", "H", "H", "H", "H", "H", "H", "H", "H", "H", "C", "C", "C", "S", "O", "O", "C", "H", "H", "H", "H", "H", "H", "H", "H", "C", "C", "C", "S", "O", "O", "C", "H", "H", "H", "H", "H", "H", "H", "H", "C", "C", "C", "S", "O", "O", "C", "H", "H", "H", "H", "H", "H", "H", "H", "C", "C", "C", "S", "O", "O", "C", "H", "H", "H", "H", "H", "H", "H", "H", "C", "C", "C", "S", "O", "O", "C", "H", "H", "H", "H", "H", "H", "H", "H", "C", "C", "C", "S", "O", "O", "C", "H", "H", "H", "H", "H", "H", "H", "H"],
  "coordinates": [[1.9674, -1.1723, 4.2385], [3.2744, -1.4892, 3.3290], [3.0885, -2.7984, 2.3926], [2.0104, -2.4207, 1.2635], [1.6193, -3.6480, 0.2745], [0.0209, -3.8552, 0.1915], [-0.6706, -3.2394, -1.1285], [0.0614, -1.9406, -1.7247], [-0.2099, -0.6569, -0.7897], [0.7595, 0.6107, -1.1653], [-0.0561, 1.9218, -0.7638], [-0.0171, 2.7685, 0.5371], [1.0188, 2.3659, 1.7300], [2.3815, 3.2275, 1.4097], [3.6890, 2.2993, 1.2417], [4.7753, 2.9507, 0.2059], [5.0160, 1.9463, -1.3334], [5.0959, 2.9432, -2.4842], [3.8607, 1.0160, -1.6408], [6.8365, 0.9098, -1.3687], [-0.9607, 3.8886, 0.4928], [-1.5626, 3.7425, -0.8375], [-2.6766, 4.8187, -1.2534], [-4.1129, 4.1142, -1.0558], [-4.8775, 3.9234, -2.0659], [-4.6445, 3.6812, 0.2558], [-6.1393, 3.5524, 0.2176], [-4.1229, 2.3237, 0.6511], [-1.0444, 2.6106, -1.5908], [-1.5532, 2.3740, -2.9787], [-1.6664, 0.8324, -3.4167], [-2.3106, 0.8439, -4.9241], [-1.2798, 0.7181, -5.9229], [-0.9333, 2.0024, -6.4936], [2.2110, -1.2316, 5.3704], [1.5352, -0.1354, 4.0253], [1.1389, -1.9620, 4.0459], [3.4381, -0.5901, 2.6372], [4.2303, -1.5868, 3.9770], [2.7102, -3.6342, 3.0828], [4.0764, -3.0765, 1.8916], [1.0464, -2.0992, 1.8265], [2.3059, -1.4877, 0.6352], [2.0415, -4.5998, 0.7768], [2.1312, -3.5848, -0.7541], [-0.1632, -4.9959, 0.1718], [-0.5211, -3.4696, 1.1411], [-0.7134, -4.0863, -1.9100], [-1.7713, -3.0073, -0.8407], [-0.4206, -1.7254, -2.7592], [1.1836, -2.0747, -1.9256], [-1.3144, -0.3072, -0.8562], [-0.0468, -0.8790, 0.3366], [1.6533, 0.5128, -0.4358], [1.1048, 0.5855, -2.2567], [1.2762, 1.2529, 1.6987], [0.6311, 2.7125, 2.7645], [2.2443, 3.7661, 0.3898], [2.5612, 4.0577, 2.1745], [4.2272, 2.3100, 2.2666], [3.4785, 1.2341, 0.8865], [5.8067, 3.0350, 0.7202], [4.4489, 4.0008, -0.1017], [-1.1428, 4.6035, 1.2120], [-2.5399, 5.1354, -2.3540], [-2.6217, 5.6892, -0.5156], [-6.6809, 4.5279, -0.0505], [-6.4948, 2.7024, -0.4735], [-6.4899, 3.2508, 1.2812], [-3.5725, 1.8351, -0.2357], [-5.0239, 1.6704, 0.9375], [-3.4500, 2.4001, 1.5831], [-2.6316, 2.8011, -3.0139], [-0.8989, 3.0045, -3.6877], [-2.2724, 0.1709, -2.7083], [-0.5817, 0.4558, -3.5755], [-2.9169, 1.8282, -5.0420], [-3.0865, 0.0013, -4.9281], [-1.4709, 2.2237, -7.4946], [0.1971, 1.9537, -6.7456], [-1.0726, 2.8911, -5.7906], [1.4610, 7.3396, -1.9048], [2.9493, 7.3662, -1.5524], [3.0797, 7.9658, -0.1500], [1.5509, 7.5877, 0.6997], [0.8569, 8.8246, 0.9688], [1.7987, 6.6058, 1.7307], [0.7596, 6.7766, -0.6767], [1.2649, 6.7346, -2.7926], [1.1089, 8.3569, -2.1042], [3.3415, 6.3435, -1.5533], [3.5270, 7.9390, -2.2810], [3.9159, 7.5293, 0.3977], [3.1855, 9.0514, -0.1865], [-0.3108, 6.9835, -0.6632], [0.9374, 5.7026, -0.5787], [1.0685, -3.6795, -4.4919], [2.5209, -3.3502, -4.8421], [3.3356, -4.6339, -4.6737], [2.2034, -5.9875, -4.9700], [2.0409, -6.7289, -3.7401], [2.5452, -6.6300, -6.2181], [0.7522, -4.9797, -5.2187], [0.3881, -2.8782, -4.7889], [0.9727, -3.8218, -3.4109], [2.5770, -3.0116, -5.8818], [2.9162, -2.5474, -4.2146], [4.1569, -4.6864, -5.3893], [3.7211, -4.7326, -3.6572], [-0.1270, -5.4894, -4.8248], [0.6413, -4.8134, -6.2926], [-4.0684, 0.6799, 6.1957], [-4.6044, 1.9203, 6.9126], [-4.5328, 3.0874, 5.9260], [-4.6722, 2.3706, 4.2928], [-3.4246, 2.5808, 3.5913], [-5.9502, 2.7307, 3.7203], [-4.7395, 0.6705, 4.8285], [-4.2815, -0.2344, 6.7531], [-2.9825, 0.7607, 6.0798], [-5.6452, 1.7498, 7.2067], [-4.0390, 2.1376, 7.8215], [-5.3476, 3.7957, 6.0806], [-3.5736, 3.6047, 5.9872], [-4.2323, 0.0318, 4.1054], [-5.7915, 0.3874, 4.9083], [3.7578, -9.0827, 2.4182], [4.5037, -8.6960, 1.1395], [4.1071, -7.2598, 0.7937], [3.6916, -6.4693, 2.3441], [2.2814, -6.1452, 2.3327], [4.7062, -5.4893, 2.6662], [3.9330, -7.9075, 3.3703], [4.1444, -10.0086, 2.8488], [2.6970, -9.2299, 2.1965], [5.5831, -8.7474, 1.3175], [4.2749, -9.3768, 0.3165], [4.9273, -6.7186, 0.3201], [3.2238, -7.2318, 0.1526], [3.2143, -7.9064, 4.1870], [4.9515, -7.8688, 3.7644], [-4.5210, 7.5814, -4.8826], [-3.8722, 8.0250, -6.1952], [-2.4490, 7.4641, -6.2164], [-2.4833, 5.9768, -5.2234], [-1.6594, 6.1854, -4.0496], [-2.3220, 4.8243, -6.0827], [-4.1966, 6.1001, -4.7412], [-5.5985, 7.7575, -4.8832], [-4.0866, 8.1419, -4.0480], [-4.4408, 7.6186, -7.0379], [-3.8684, 9.1124, -6.2969], [-2.1293, 7.2154, -7.2291], [-1.7388, 8.1575, -5.7620], [-4.3260, 5.7265, -3.7249], [-4.7838, 5.4999, -5.4399], [-0.0746, -7.0754, 6.3497], [-1.4003, -7.7687, 6.0294], [-1.1090, -8.8630, 5.0008], [0.5863, -9.3660, 5.2722], [1.3657, -9.0040, 4.1089], [0.6049, -10.6995, 5.8277], [0.9338, -8.1946, 6.5723], [-0.1563, -6.4291, 7.2262], [0.2334, -6.4567, 5.5000], [-1.8056, -8.2189, 6.9415], [-2.1449, -7.0632, 5.6537], [-1.7664, -9.7234, 5.1310], [-1.1897, -8.4844, 3.9801], [1.9691, -7.8599, 6.5052], [0.7615, -8.6957, 7.5275]]
}


no.,strongest force on any atom (eV/A)
1,2.3
2,7.4